# 1
# C9H39N18O10

10 unconnected molecules or ions with the total composition C9H39N18O10 (wB97M-V/def2-TZVPD, OMol25).

Values from the calculation:
Orbital gap in eV: 6.7
Largest force on an atom in eV/A: 7.79
Net charge: +1
2S+1: 1
Lowest unoccupied orbital energy in hartree: -0.1603
HOMO in eV: -11.04

```
76
C9H39N18O10 wB97M-V/def2-TZVPD
O -16.36215 -2.01399 15.88240
H -17.03771 -2.69083 15.96669
H -16.62663 -1.25086 16.40132
H -15.49405 -2.34009 16.13071
C -15.57843 -7.56414 9.44133
O -16.59780 -8.21788 9.43949
N -14.65113 -7.62592 8.51238
N -15.18588 -6.87199 10.42016
H -13.92029 -6.93029 8.46668
H -15.07837 -8.05068 7.70174
H -15.82360 -6.89128 11.20313
H -14.25788 -6.48783 10.52658
C -18.84526 -8.52763 15.71969
O -18.70558 -7.43366 15.15967
N -18.83533 -8.66377 16.98096
N -18.92107 -9.64614 15.02337
H -18.78255 -7.95935 17.70283
H -18.89291 -9.61959 17.30220
H -18.92636 -10.49800 15.56596
H -18.68130 -9.70206 14.04384
C -12.73367 -0.55317 21.57685
O -13.33639 -0.14464 20.58968
N -13.21301 -1.47166 22.31384
N -11.63264 -0.05188 22.05757
H -14.08799 -1.79215 21.92425
H -12.63620 -1.86743 23.04237
H -11.32151 0.75997 21.54358
H -11.39133 -0.36641 22.98652
C -8.02443 0.20054 14.47370
O -7.49141 1.27284 14.40707
N -8.80430 -0.11707 15.46031
N -8.03304 -0.68956 13.55787
H -8.98519 0.60360 16.14442
H -9.54617 -0.79670 15.37178
H -8.50941 -1.56914 13.69758
H -7.47091 -0.46630 12.74901
C -21.19822 -2.59375 20.14083
O -20.06202 -3.03632 20.31511
N -21.52960 -1.46928 19.59043
N -22.21701 -3.12590 20.74828
H -20.83171 -0.78492 19.33605
H -22.42822 -1.04273 19.76544
H -23.15714 -2.75776 20.72133
H -21.93670 -3.96348 21.23817
C -20.99761 0.27125 9.67771
O -20.39583 0.92239 8.87847
N -22.32182 0.11443 9.67610
N -20.50790 -0.27717 10.68658
H -22.74464 -0.25508 10.51562
H -22.92172 0.45390 8.93786
H -21.13325 -0.35602 11.47577
H -19.49986 -0.23398 10.73242
C -18.03545 4.53440 16.88322
O -18.30591 3.38414 16.87048
N -18.72333 5.45249 16.27829
N -17.06430 5.13129 17.45931
H -18.44709 6.41896 16.37692
H -19.54116 5.20473 15.73989
H -16.49280 4.52364 18.02874
H -17.11078 6.13861 17.51615
C -14.17003 2.44989 10.83922
O -14.46706 1.29511 10.97402
N -13.19812 3.15618 11.39810
N -14.99402 3.14974 10.14667
H -12.69866 2.73060 12.16590
H -13.23316 4.15410 11.24631
H -15.84432 2.70442 9.83239
H -14.96072 4.15623 10.22393
C -11.14429 -6.32347 16.89184
O -11.66560 -5.29759 16.63361
N -10.52104 -7.07276 16.04854
N -11.12986 -6.76926 18.11775
H -10.19809 -7.97801 16.35890
H -10.36534 -6.83688 15.07889
H -11.60979 -6.29919 18.87194
H -10.69171 -7.67595 18.19551
```

Results of the Mulliken charge analysis, in e, for atoms 1 through 4: -0.3886 0.4610 0.4650 0.4609

# 2
# C9H44N18O13

13 unconnected molecules or ions with the total composition C9H44N18O13 (wB97M-V/def2-TZVPD, OMol25).

Values from the calculation:
Orbital gap (alpha / beta) in eV: 8.8 / 2.7
Largest force on an atom in eV/A: 7.69
Net charge: +1
2S+1: 2
Lowest unoccupied orbital energy (alpha / beta) in hartree: -0.1001 / -0.3231
HOMO (alpha / beta) in eV: -11.51 / -11.51

```
84
C9H44N18O13 wB97M-V/def2-TZVPD
C 1.77722 -3.95588 -1.97043
O 2.35133 -3.14598 -1.23916
N 1.09081 -3.79599 -3.06039
N 1.78409 -5.24753 -1.65599
H 0.57021 -4.56858 -3.45049
H 0.87177 -2.86685 -3.39028
H 1.92816 -5.48341 -0.68455
H 1.54712 -5.94772 -2.34424
C -2.05860 3.45820 2.02883
O -1.81719 2.50643 1.32303
N -1.68536 4.65552 1.84339
N -2.57696 3.40666 3.18032
H -1.10494 4.85149 1.04039
H -1.86035 5.39604 2.50755
H -2.63984 4.22454 3.76958
H -2.67894 2.44611 3.47532
C 1.56460 1.63038 3.37528
O 2.37292 1.47618 4.33876
N 1.71108 1.12669 2.18597
N 0.45839 2.37037 3.41277
H 2.47389 0.48036 2.04286
H 0.94714 0.94098 1.55192
H -0.26542 2.21003 2.72685
H 0.25188 2.96102 4.20561
C -0.13585 0.01706 -4.00834
O 0.80891 -0.04457 -4.81845
N -0.31064 1.04253 -3.22860
N -1.21814 -0.69672 -3.98302
H -1.12953 1.08446 -2.63888
H 0.30834 1.82746 -3.37297
H -1.37912 -1.41905 -4.67035
H -2.01099 -0.23084 -3.56536
C 5.08782 -0.75052 0.56420
O 5.90556 -0.33168 -0.23376
N 5.13344 -0.60063 1.82464
N 4.12079 -1.54038 0.31243
H 5.92192 -0.14994 2.26655
H 4.60987 -1.19255 2.45361
H 3.88402 -1.80346 -0.63352
H 3.54961 -1.88703 1.06985
C 2.15068 -4.11650 2.63905
O 1.63027 -3.95160 3.69447
N 3.33148 -4.69580 2.52204
N 1.61987 -3.65891 1.56360
H 3.88507 -4.78787 3.36178
H 3.66750 -4.92934 1.59865
H 2.02330 -3.95962 0.68786
H 0.71190 -3.21963 1.61585
C -3.09029 3.55414 -2.29937
O -3.17281 3.83456 -3.49273
N -4.08378 2.89399 -1.74061
N -2.08383 3.62372 -1.46802
H -4.63335 2.54214 -2.51151
H -3.86417 2.20371 -1.03677
H -2.13197 2.99789 -0.67674
H -1.19574 4.06382 -1.66221
C -4.42999 0.28051 1.57115
O -4.55948 0.68858 0.41699
N -5.41412 0.11472 2.45086
N -3.42715 -0.31267 2.02806
H -6.36864 0.38130 2.25614
H -5.28855 -0.22274 3.39450
H -2.73935 -0.39312 1.29283
H -3.28735 -0.55958 2.99738
C -0.06949 -0.12572 -0.27174
O -0.99673 -0.86219 0.11780
N -0.16098 1.18803 -0.35501
N 1.13233 -0.50421 -0.61948
H 0.60592 1.64513 -0.82727
H -0.90172 1.61719 0.18092
H 1.70344 0.24873 -0.97588
H 1.37937 -1.47288 -0.76355
O -2.71448 -3.11199 0.85720
H -2.07692 -2.54713 0.42053
H -3.44799 -3.16442 0.24448
O 3.48818 0.72207 -1.93049
H 4.29594 0.69158 -1.41783
H 3.67443 1.34254 -2.63516
O -3.08832 -0.49446 -1.71915
H -2.39393 -0.03523 -1.24674
H -3.89184 -0.25446 -1.25764
O 1.74352 3.23995 -2.98344
H 2.36718 2.87665 -3.61217
H 1.94394 4.17564 -2.95996
```

Results of the Mulliken charge analysis, in e, for atoms 1 through 4: 0.6898 -0.6810 -0.4081 -0.3997

# 3
# C9H47BrClFN3O23S2

21 unconnected molecules or ions with the total composition C9H47BrClFN3O23S2 (wB97M-V/def2-TZVPD, OMol25).

Values from the calculation:
Orbital gap in eV: 6.2
Largest force on an atom in eV/A: 6.05
Net charge: +1
2S+1: 1
Lowest unoccupied orbital energy in hartree: -0.2074
HOMO in eV: -11.88

```
87
C9H47BrClFN3O23S2 wB97M-V/def2-TZVPD
O 3.07918 -1.01597 3.99969
S 3.82162 -1.34589 2.72456
O 4.30363 -2.75811 2.64241
F 5.19901 -0.36796 2.57541
C 2.67635 -0.93459 1.33617
C 2.13099 -1.95398 0.29494
C 1.17332 -1.42303 -0.83183
N 0.74820 -0.02495 -0.90989
Br -0.39820 0.38725 -2.33733
C 1.19510 0.97065 0.06829
C 0.71090 2.49190 0.03397
C -0.15716 2.72749 1.40342
S -1.99098 2.66230 1.13134
C -2.48258 1.03588 1.86298
N -2.59512 0.59378 3.21648
N -2.98832 -0.72171 3.12049
C -3.12467 -1.08300 1.74187
O -2.80267 0.03571 0.89955
C 2.19127 0.54580 1.20844
Cl 2.83661 1.74908 2.44154
H 2.43161 -3.06246 0.36688
H 0.78444 -2.18821 -1.60850
H 0.01423 2.74976 -0.83041
H 1.58632 3.24478 -0.02446
H 0.08385 1.92750 2.20363
H 0.21048 3.72190 1.86327
H -3.45638 -2.07883 1.28631
O 0.28762 4.58620 -1.71905
H -0.52122 5.12079 -1.70375
H 0.58982 4.64721 -2.63552
O -0.89684 7.33986 -0.94271
H -1.43200 8.12878 -0.78742
H -0.00892 7.59983 -0.65857
O -2.11730 9.76218 -2.57709
H -1.65125 9.50695 -3.38276
H -3.05043 9.69390 -2.81521
O 0.67685 -3.60739 2.30133
H 1.34722 -3.36381 2.95459
H -0.07960 -3.88456 2.83607
O 4.65632 -5.55011 2.92083
H 4.83474 -4.61591 2.75145
H 5.50950 -5.90357 3.20834
O 1.60960 8.38357 -2.03186
H 0.98407 7.90681 -2.59600
H 2.27886 8.70681 -2.64693
O -0.72338 -3.34097 -2.55429
H -1.60839 -3.56430 -2.23556
H -0.86127 -2.54710 -3.08959
O 2.84870 3.27898 -3.13194
H 3.51889 3.52246 -2.48047
H 2.09285 3.00201 -2.59789
O -3.60711 -3.85499 -3.57710
H -3.14270 -4.11032 -4.38663
H -4.54119 -3.92790 -3.81010
O -5.55649 -1.10751 5.19947
H -6.17787 -1.58856 4.64137
H -4.89430 -0.77463 4.57989
O -1.65016 -6.20934 -4.34678
H -0.98041 -5.96517 -3.69530
H -2.40663 -6.48972 -3.81206
O -4.11244 -3.65002 0.04105
H -3.64867 -3.89332 -0.77071
H -5.04679 -3.72534 -0.19272
O 0.99681 2.20847 5.05243
H 1.55701 1.53447 4.64587
H 0.13454 1.77949 5.13188
O 7.68364 -5.23899 3.74676
H 7.94277 -4.42443 3.29844
H 8.33757 -5.33676 4.45010
O 1.72369 -6.41653 2.46071
H 1.18425 -5.62970 2.62129
H 2.61372 -6.15449 2.73970
O -3.68018 -8.25462 -4.02728
H -4.49491 -8.74989 -3.87705
H -3.13483 -8.85407 -4.55237
O 0.69559 8.56529 1.33892
H 0.94038 9.37713 0.87585
H 1.34811 8.49416 2.04640
O 0.88322 -2.39882 -5.01851
H 0.45398 -3.06878 -5.56629
H 1.67089 -2.84348 -4.68113
O -5.62173 -3.17436 2.93749
H -5.15980 -3.42606 2.12785
H -6.55651 -3.25267 2.70690
O 0.93297 6.88221 -4.56514
H 1.66021 6.33933 -4.89635
H 0.18782 6.64615 -5.13207
```

Results of the Mulliken charge analysis, in e, for atoms 1 through 4: -0.4850 1.1877 -0.6195 -0.2299

# 4
# C9H4N3O5SeW

A molecular structure, C9H4N3O5SeW (wB97M-V/def2-TZVPD, OMol25).

Values from the calculation:
Orbital gap (alpha / beta) in eV: 6.3 / 4.1
Largest force on an atom in eV/A: 5.89
Net charge: +3
2S+1: 1
Lowest unoccupied orbital energy (alpha / beta) in hartree: -0.5113 / -0.5565
HOMO (alpha / beta) in eV: -20.24 / -19.27

```
23
C9H4N3O5SeW wB97M-V/def2-TZVPD
W 0.01995 0.62496 0.23865
O -1.65320 -1.05946 -4.87442
C -1.37475 -0.39751 -3.96414
C -2.33727 0.04725 -2.75583
O -3.49791 0.18298 -2.82614
C -1.35025 0.25756 -1.64173
C -0.01894 0.35277 -2.11767
O 0.95334 -0.00013 -1.19456
C 0.07175 0.21025 -3.61299
O 0.90173 0.49317 -4.38890
O -1.46965 -0.22900 -0.34591
N 2.25859 -0.84053 2.32384
C 1.91442 -1.77109 3.20167
C 0.51528 -1.88372 3.18798
C 0.08127 -0.96335 2.25037
N 1.18213 -0.30549 1.70193
H 3.21076 -0.52478 2.11168
H 2.62578 -2.31671 3.80724
H -0.09050 -2.54620 3.78787
H -1.00632 -0.68508 2.03867
Se -0.48791 5.26102 1.33255
C -0.29921 3.66301 0.98528
N -0.14908 2.43008 0.75455
```

Results of the natural (NBO) charge analysis, in e, for atoms 1 through 4: 2.1644 -0.1897 0.4481 0.4479